The following is a quantum chemistry calculation of 5 unconnected molecules or ions with the total composition C35H53BrN2O9S2 at a distorted geometry, from OMol25.

Each line ends with the Mulliken charge.
Geometry (Å):
C 4.4281 1.0259 0.3663  -0.48
O 3.8146 1.8283 -0.6665  -0.39
C 2.8055 1.0420 -1.3816  -0.43
C 1.8604 0.2212 -0.3724  0.58
C 1.1605 0.8319 0.7259  0.87
C 1.2802 2.3907 1.0071  0.40
C 0.2910 2.9498 2.1296  -0.77
O 0.1847 4.4032 1.8780  -0.13
C -0.5174 5.0028 2.9641  0.60
C 0.3044 5.4504 4.2806  -0.85
O -1.7500 5.1777 2.8623  -0.55
C 0.3163 -0.1960 1.6391  -0.25
O -0.8266 0.0325 2.1123  -0.65
C 1.0545 -1.6149 1.8766  0.46
C 1.0492 -2.3307 3.3142  -0.56
C 2.4845 -1.9614 3.9787  -0.48
C 2.5604 -2.2893 5.5436  -0.52
S 1.9873 -0.8145 6.5083  -0.08
C 0.2636 -1.0388 7.0982  -0.09
S -0.6455 0.2626 7.6670  -0.12
N -0.2705 -2.4196 7.0711  0.25
C 0.3426 -3.4479 7.8633  -0.25
C -0.5297 -4.6453 7.4436  -0.23
N -1.5348 -4.2072 6.5004  -0.63
C -1.3949 -2.7879 6.2572  -0.04
C 1.7650 -2.2233 0.7867  -0.31
Br 2.7154 -3.9361 1.0037  -0.12
C 1.7413 -1.3770 -0.5912  -0.09
O 1.6225 -1.9223 -1.7235  -0.58
H 4.5334 -0.0803 0.1066  0.23
H 5.4968 1.4244 0.5208  0.30
H 3.9017 1.0898 1.3822  0.12
H 2.1938 1.6961 -2.0968  0.21
H 3.4147 0.2903 -2.0100  0.32
H 2.3465 2.6735 1.3426  0.10
H 1.1223 2.9568 0.0208  -0.24
H 0.7845 2.8381 3.1532  0.23
H -0.7707 2.5486 2.0819  0.32
H -0.4640 5.8964 4.9863  0.32
H 0.8417 4.5349 4.6854  0.27
H 1.0207 6.2634 3.9331  0.27
H 0.8596 -3.4504 3.2587  0.43
H 0.2677 -1.7794 3.9495  -0.01
H 3.3572 -2.4205 3.3820  0.38
H 2.6239 -0.8214 3.8589  0.25
H 2.0427 -3.2687 5.8021  0.30
H 3.6759 -2.4371 5.7966  0.37
H 1.2400 -3.3589 8.5471  0.37
H -0.3297 -5.6918 7.8466  0.33
H -2.0282 -2.1454 5.5690  0.37
C 0.2073 -0.9198 -4.8797  0.44
C 0.1360 0.1082 -5.9873  -0.69
C 1.3859 0.9299 -5.7331  -0.43
O 2.3508 0.0457 -5.1470  -0.47
C 1.6890 -1.1743 -4.7760  0.00
H -0.3685 -1.8259 -5.0837  0.09
H -0.1577 -0.4845 -3.9424  -0.25
H 0.2067 -0.3906 -6.9594  0.29
H -0.7767 0.7066 -5.9768  0.36
H 1.1928 1.7364 -5.0166  0.18
H 1.7941 1.3672 -6.6475  0.33
H 2.0052 -1.9539 -5.4784  0.33
H 1.9947 -1.4646 -3.7648  -0.07
C -1.1860 -5.3641 -2.7180  -0.44
C -2.3861 -5.7330 -3.5619  -0.59
C -2.5092 -4.5309 -4.4779  -0.16
O -1.1820 -4.0130 -4.6643  -0.35
C -0.3066 -4.6412 -3.7163  -0.01
H -0.6920 -6.2214 -2.2578  0.39
H -1.4902 -4.6756 -1.9222  0.11
H -2.1659 -6.6297 -4.1505  0.27
H -3.2903 -5.9205 -2.9801  0.35
H -3.1131 -3.7408 -4.0183  -0.02
H -2.9483 -4.7862 -5.4451  0.29
H 0.3312 -5.3434 -4.2644  0.32
H 0.3289 -3.8868 -3.2466  -0.15
C -0.8039 5.9924 -0.8681  -0.33
C -0.8754 7.0098 -1.9863  -0.61
C 0.3844 7.8217 -1.7551  -0.50
O 1.3486 6.9341 -1.1739  -0.45
C 0.6852 5.7236 -0.7830  0.21
H -1.3894 5.0909 -1.0558  0.34
H -1.1567 6.4413 0.0660  0.18
H -0.8198 6.5013 -2.9545  0.27
H -1.7823 7.6167 -1.9713  0.35
H 0.2076 8.6366 -1.0448  0.29
H 0.7856 8.2459 -2.6785  0.29
H 0.9872 4.9350 -1.4834  0.00
H 1.0026 5.4389 0.2182  0.04
C -4.4133 -1.9087 -0.7095  -0.58
C -3.3306 -0.8737 -0.9101  -0.16
C -3.0866 -0.9412 -2.3847  0.19
O -4.3275 -1.3171 -2.9986  -0.48
C -5.2378 -1.7438 -1.9717  -0.51
H -4.9933 -1.7696 0.2042  0.37
H -3.9693 -2.9096 -0.6839  0.22
H -3.7126 0.1160 -0.6394  0.31
H -2.4249 -1.0619 -0.3308  -0.01
H -2.3444 -1.7117 -2.6223  -0.24
H -2.7456 0.0112 -2.7974  0.26
H -6.0004 -0.9663 -1.8542  0.32
H -5.7304 -2.6706 -2.2745  0.31

As for the HOMO energy: -9.10 eV. Its charge is 0. Its SMILES is COCC1=C(CCOC(C)=O)C(=O)C(CCCSC(=S)n2ccnc2)=C(Br)C1=O.C1CCOC1.C1CCOC1.C1CCOC1.C1CCOC1. The total energy is -150264.9645 eV. For the energy above the lowest of the compared OMol25 structures with the same formula, charge and spin, the calculation gives 590.1 kJ/mol. For the frontier orbital gap, the calculation gives 7.41 eV.